No. 1
Here is a molecular structure, C7H19Ag2ClO6P from the OMol25 dataset. Energies are from ωB97M-V/def2-TZVPD.

ORCA input file:
```
! RIJCOSX wB97M-V def2-TZVPD def2/J DEFGRID3
* xyz 1 1
Ag 0.46 0.89 -4.37
Ag 1.83 -1.48 -2.10
Cl -0.08 0.24 -1.99
C 1.86 1.18 1.02
O 3.26 0.90 1.16
P 3.81 -0.47 0.68
O 3.56 -0.82 -0.73
O 5.30 -0.29 1.05
C 6.21 -1.37 1.21
O 3.21 -1.60 1.60
C 3.26 -1.46 3.03
H 1.63 1.47 -0.01
H 1.64 2.00 1.70
H 1.24 0.32 1.28
H 6.14 -1.78 2.22
H 7.21 -0.97 1.06
H 6.03 -2.16 0.49
H 2.35 -1.00 3.39
H 4.12 -0.88 3.35
H 3.37 -2.46 3.45
C -3.12 -1.71 -2.05
O -4.24 -1.04 -1.50
C -3.90 0.23 -1.04
C -5.07 0.79 -0.28
O -4.83 2.07 0.23
C -4.74 3.09 -0.74
H -3.46 -2.61 -2.56
H -2.47 -2.05 -1.24
H -2.61 -1.04 -2.74
H -3.55 0.89 -1.85
H -3.03 0.17 -0.35
H -5.23 0.14 0.58
H -5.97 0.70 -0.91
H -5.08 4.02 -0.30
H -5.40 2.90 -1.60
H -3.71 3.19 -1.11
*
```

Values from the calculation:
HOMO = -11.588 eV
DFT total energy = -1824.84731 Ha

Let us look at the natural (NBO) charges, expressed in e, one per atom: number 1, Ag, carries 0.8910; number 2, Ag, carries 0.9042; number 3, Cl, carries -0.8112; number 4, C, carries -0.2619; number 5, O, carries -0.8029; number 6, P, carries 2.6322; number 7, O, carries -1.2076; number 8, O, carries -0.8067; number 9, C, carries -0.2520; number 10, O, carries -0.8222; number 11, C, carries -0.2613; number 12, H, carries 0.1999; number 13, H, carries 0.2163; number 14, H, carries 0.1858; number 15, H, carries 0.1912; number 16, H, carries 0.2155; number 17, H, carries 0.1947; number 18, H, carries 0.1972; number 19, H, carries 0.1939; number 20, H, carries 0.2101; number 21, C, carries -0.2429; number 22, O, carries -0.5341; number 23, C, carries -0.0836; number 24, C, carries -0.0746; number 25, O, carries -0.5284; number 26, C, carries -0.2540; number 27, H, carries 0.1966; number 28, H, carries 0.1631; number 29, H, carries 0.1574; number 30, H, carries 0.1499; number 31, H, carries 0.1527; number 32, H, carries 0.1952; number 33, H, carries 0.1713; number 34, H, carries 0.1983; number 35, H, carries 0.1688; number 36, H, carries 0.1580



No. 2
Here is a molecular structure, C7H19AgF6MnN9O12S2 from the OMol25 dataset. Energies are from ωB97M-V/def2-TZVPD.

ORCA input file:
```
! RIJCOSX wB97M-V def2-TZVPD def2/J DEFGRID3
* xyz 2 7
Mn -2.95 19.00 -18.13
Ag -6.76 22.35 -18.07
C -6.15 24.35 -14.14
F -5.38 25.06 -13.29
F -5.79 23.08 -13.85
F -7.47 24.56 -13.91
S -5.67 24.78 -16.02
O -5.48 26.21 -16.07
O -4.48 23.97 -16.39
N -7.09 24.08 -16.75
S -8.12 25.26 -16.86
O -8.03 26.31 -15.82
O -8.21 25.70 -18.26
C -9.66 24.32 -16.39
F -10.08 23.50 -17.28
F -9.56 23.71 -15.20
F -10.62 25.16 -16.13
O -5.49 19.64 -14.85
C -5.02 20.24 -15.85
O -5.69 21.12 -16.42
O -4.01 19.79 -16.43
H -6.10 20.38 -14.78
O -7.72 17.83 -15.74
H -6.84 18.15 -15.91
H -8.20 18.60 -15.42
C -2.29 17.72 -13.78
O -1.75 16.76 -13.29
N -2.03 18.98 -13.64
N -3.29 17.53 -14.65
H -2.42 19.86 -13.95
H -1.35 19.02 -12.90
H -4.04 18.19 -14.78
H -3.49 16.55 -14.79
C -8.70 20.73 -13.30
O -8.37 19.89 -14.03
N -9.78 21.45 -13.37
N -7.97 21.08 -12.29
H -9.84 22.21 -12.71
H -10.58 20.96 -13.74
H -7.08 20.60 -12.27
H -8.17 22.00 -11.94
C -4.56 20.28 -11.63
O -4.10 21.13 -12.28
N -4.30 20.21 -10.38
N -5.29 19.26 -11.97
H -4.41 19.23 -10.13
H -3.61 20.90 -10.13
H -5.32 19.03 -12.95
H -5.69 18.63 -11.28
C -1.70 21.84 -18.26
O -2.06 20.79 -18.75
N -2.48 22.65 -17.65
N -0.51 22.07 -18.34
H -2.11 23.55 -17.36
H -3.46 22.47 -17.46
H -0.11 22.88 -17.89
H 0.15 21.44 -18.77
*
```

Values from the calculation:
HOMO (alpha / beta) = -14.227 / -14.221 eV
DFT total energy = -4366.62846 Ha

Let us look at the natural (NBO) charges, expressed in e, one per atom: number 1, Mn, carries 1.7895; number 2, Ag, carries 0.9979; number 3, C, carries 0.8172; number 4, F, carries -0.2708; number 5, F, carries -0.2891; number 6, F, carries -0.2892; number 7, S, carries 2.0669; number 8, O, carries -0.7828; number 9, O, carries -0.9013; number 10, N, carries -1.0574; number 11, S, carries 2.0930; number 12, O, carries -0.6587; number 13, O, carries -0.6558; number 14, C, carries 0.7566; number 15, F, carries -0.2733; number 16, F, carries -0.2972; number 17, F, carries -0.2754; number 18, O, carries -0.6428; number 19, C, carries 0.9925; number 20, O, carries -0.8626; number 21, O, carries -0.9210; number 22, H, carries 0.5427; number 23, O, carries -0.9372; number 24, H, carries 0.4361; number 25, H, carries 0.4962; number 26, C, carries 0.7492; number 27, O, carries -0.6205; number 28, N, carries -0.8517; number 29, N, carries -0.8837; number 30, H, carries 0.4217; number 31, H, carries 0.4103; number 32, H, carries 0.3844; number 33, H, carries 0.4076; number 34, C, carries 0.7656; number 35, O, carries -0.7138; number 36, N, carries -0.8284; number 37, N, carries -0.8183; number 38, H, carries 0.3879; number 39, H, carries 0.4175; number 40, H, carries 0.4093; number 41, H, carries 0.3829; number 42, C, carries 0.7487; number 43, O, carries -0.6897; number 44, N, carries -0.8161; number 45, N, carries -0.8569; number 46, H, carries 0.3911; number 47, H, carries 0.4178; number 48, H, carries 0.4060; number 49, H, carries 0.4096; number 50, C, carries 0.7675; number 51, O, carries -0.8813; number 52, N, carries -0.7707; number 53, N, carries -0.7216; number 54, H, carries 0.4186; number 55, H, carries 0.4368; number 56, H, carries 0.4118; number 57, H, carries 0.4338



No. 3
Here is a molecular structure, C7H19AsBF7N7OS4TcTe from the OMol25 dataset. Energies are from ωB97M-V/def2-TZVPD.

ORCA input file:
```
! RIJCOSX wB97M-V def2-TZVPD def2/J DEFGRID3
* xyz 2 1
Tc 0.60 -0.07 0.10
C -1.18 1.40 2.14
N 0.01 1.62 1.26
C 1.12 2.05 2.16
C -0.29 2.71 0.28
C -1.03 2.16 -0.91
N -0.23 1.08 -1.55
C -1.06 0.33 -2.55
C 0.90 1.67 -2.35
H -1.33 2.30 2.74
H -0.99 0.55 2.80
H -2.06 1.21 1.55
H 0.81 2.95 2.70
H 2.01 2.26 1.58
H 1.33 1.25 2.88
H 0.67 3.15 -0.02
H -0.87 3.50 0.78
H -1.23 2.95 -1.64
H -1.99 1.74 -0.61
H -1.26 0.99 -3.39
H -2.01 0.03 -2.11
H -0.51 -0.54 -2.89
H 0.47 2.26 -3.16
H 1.50 0.86 -2.76
H 1.53 2.30 -1.73
S 0.51 -2.57 5.08
As 1.05 -3.52 3.19
S -2.14 -1.85 3.13
S 1.36 -1.76 1.68
S -1.16 -3.28 3.97
F 0.97 -3.96 0.01
B 1.68 -2.82 -0.01
F 1.00 -1.84 -0.96
N -4.83 -1.22 0.13
N -3.48 -1.48 0.03
N -3.00 -2.65 -0.32
C -1.71 -2.42 -0.36
N -1.44 -1.14 -0.03
N -2.60 -0.55 0.20
H -5.32 -2.09 -0.07
H -5.05 -0.87 1.05
H -0.98 -3.16 -0.62
F 6.88 -0.32 -1.61
Te 5.03 -0.67 -1.77
F 3.14 -0.59 -2.31
F 4.82 1.16 -1.64
F 2.98 -2.89 -0.33
F 5.33 -0.84 -3.57
O 2.03 0.60 -0.13
*
```

Values from the calculation:
HOMO = -14.532 eV
DFT total energy = -5637.50843 Ha

Let us look at the Löwdin charges, expressed in e, one per atom: number 1, Tc, carries 1.5379; number 2, C, carries -0.0752; number 3, N, carries -0.3654; number 4, C, carries -0.0483; number 5, C, carries -0.1425; number 6, C, carries -0.1497; number 7, N, carries -0.3339; number 8, C, carries -0.0419; number 9, C, carries -0.0409; number 10, H, carries 0.1155; number 11, H, carries 0.0227; number 12, H, carries 0.0610; number 13, H, carries 0.1170; number 14, H, carries 0.0916; number 15, H, carries 0.0939; number 16, H, carries 0.1243; number 17, H, carries 0.1502; number 18, H, carries 0.1521; number 19, H, carries 0.1073; number 20, H, carries 0.1142; number 21, H, carries 0.0728; number 22, H, carries 0.1059; number 23, H, carries 0.1155; number 24, H, carries 0.0818; number 25, H, carries 0.0866; number 26, S, carries 0.1564; number 27, As, carries 0.5958; number 28, S, carries 0.0626; number 29, S, carries 0.4304; number 30, S, carries -0.1128; number 31, F, carries 0.1465; number 32, B, carries -1.3217; number 33, F, carries -0.1284; number 34, N, carries 0.1794; number 35, N, carries -0.2605; number 36, N, carries 0.1919; number 37, C, carries -0.1650; number 38, N, carries -0.1271; number 39, N, carries 0.0530; number 40, H, carries 0.1262; number 41, H, carries 0.1189; number 42, H, carries 0.1198; number 43, F, carries -0.5018; number 44, Te, carries 2.0111; number 45, F, carries -0.5545; number 46, F, carries -0.4330; number 47, F, carries 0.1518; number 48, F, carries -0.4024; number 49, O, carries -0.2894



No. 4
Here is a molecular structure, C7H19BaBeO7S2 from the OMol25 dataset. Energies are from ωB97M-V/def2-TZVPD.

ORCA input file:
```
! RIJCOSX wB97M-V def2-TZVPD def2/J DEFGRID3
* xyz 3 1
Ba -0.28 -4.37 -2.76
Be -3.72 -7.31 0.23
C -3.03 -2.03 1.66
O -2.75 -3.21 0.87
H -2.36 -1.80 2.48
H -3.09 -1.10 1.09
H -3.91 -2.07 2.29
O 2.72 -2.03 3.33
S 3.03 -3.22 2.62
O 2.75 -3.38 1.20
O 4.67 -3.54 2.82
C 5.26 -4.45 1.91
C 4.95 -5.94 2.25
C 2.07 -4.60 3.52
H 6.30 -4.19 2.08
H 5.05 -4.13 0.89
H 3.97 -6.30 1.94
H 5.09 -6.06 3.33
H 5.79 -6.55 1.90
H 1.21 -4.05 3.90
H 2.55 -4.91 4.45
H 1.72 -5.38 2.83
O -0.37 7.93 -3.34
S -1.17 6.74 -3.36
O -0.66 5.41 -3.04
O -2.37 6.90 -2.20
C -3.50 5.99 -2.31
C -3.25 4.88 -1.33
C -2.20 6.76 -4.93
H -3.75 5.51 -3.25
H -4.34 6.63 -2.05
H -3.19 5.15 -0.27
H -2.33 4.31 -1.46
H -3.93 4.03 -1.36
H -2.35 5.77 -5.36
H -1.48 7.24 -5.59
H -3.11 7.36 -4.95
*
```

Values from the calculation:
HOMO = -15.707 eV
DFT total energy = -1639.92179 Ha

Let us look at the natural (NBO) charges, expressed in e, one per atom: number 1, Ba, carries 1.9869; number 2, Be, carries 0.4574; number 3, C, carries -0.3452; number 4, O, carries -0.2775; number 5, H, carries 0.3146; number 6, H, carries 0.2024; number 7, H, carries 0.3182; number 8, O, carries -0.8791; number 9, S, carries 2.3100; number 10, O, carries -1.0036; number 11, O, carries -0.6631; number 12, C, carries -0.0859; number 13, C, carries -0.6597; number 14, C, carries -0.8364; number 15, H, carries 0.2234; number 16, H, carries 0.1872; number 17, H, carries 0.1936; number 18, H, carries 0.2357; number 19, H, carries 0.2452; number 20, H, carries 0.2419; number 21, H, carries 0.2723; number 22, H, carries 0.2202; number 23, O, carries -0.8132; number 24, S, carries 2.2870; number 25, O, carries -0.8428; number 26, O, carries -0.6032; number 27, C, carries -0.0977; number 28, C, carries -0.6444; number 29, C, carries -0.8642; number 30, H, carries 0.2014; number 31, H, carries 0.2384; number 32, H, carries 0.2348; number 33, H, carries 0.2344; number 34, H, carries 0.2184; number 35, H, carries 0.2490; number 36, H, carries 0.2689; number 37, H, carries 0.2743



No. 5
Here is 7 unconnected molecules or ions with the total composition C7H19Cl4N5O10 from the OMol25 dataset. Energies are from ωB97M-V/def2-TZVPD.

ORCA input file:
```
! RIJCOSX wB97M-V def2-TZVPD def2/J DEFGRID3
* xyz 0 1
C -2.40 -2.78 0.41
N -2.88 -3.13 -0.93
O -2.59 -4.19 -1.41
O -3.58 -2.30 -1.48
H -3.07 -3.20 1.16
H -2.47 -1.71 0.55
H -1.42 -3.21 0.57
C 2.38 -0.81 -2.77
N 2.57 0.67 -2.79
O 1.63 1.34 -2.39
O 3.62 1.11 -3.18
H 2.73 -1.21 -3.71
H 1.33 -1.01 -2.63
H 2.96 -1.23 -1.95
C -1.81 0.02 -3.76
N -1.49 -0.25 -2.35
O -0.63 -1.09 -2.11
O -2.05 0.37 -1.48
H -2.10 -0.92 -4.22
H -0.96 0.49 -4.24
H -2.67 0.68 -3.76
C 0.49 3.64 4.11
N 0.74 2.91 5.36
O 1.52 3.37 6.16
O 0.14 1.86 5.50
H 1.30 3.46 3.40
H 0.45 4.71 4.30
H -0.49 3.41 3.71
C 1.99 -3.79 2.75
N 1.22 -3.63 1.50
O 0.73 -4.61 0.99
O 1.13 -2.51 1.04
H 3.02 -3.52 2.53
H 1.91 -4.82 3.07
H 1.62 -3.06 3.47
C -0.81 3.80 -1.65
Cl -0.31 5.50 -1.50
Cl -1.17 3.38 -3.33
H -0.02 3.16 -1.28
H -1.73 3.64 -1.11
C 0.19 0.96 0.57
Cl 1.73 1.26 1.44
Cl -1.09 2.02 1.24
H 0.38 1.29 -0.44
H -0.05 -0.09 0.64
*
```

Values from the calculation:
HOMO = -10.950 eV
DFT total energy = -3144.58291 Ha

Let us look at the natural (NBO) charges, expressed in e, one per atom: number 1, C, carries -0.4979; number 2, N, carries 0.5406; number 3, O, carries -0.3614; number 4, O, carries -0.4032; number 5, H, carries 0.2334; number 6, H, carries 0.2396; number 7, H, carries 0.2435; number 8, C, carries -0.5029; number 9, N, carries 0.5450; number 10, O, carries -0.4192; number 11, O, carries -0.3547; number 12, H, carries 0.2301; number 13, H, carries 0.2568; number 14, H, carries 0.2386; number 15, C, carries -0.4847; number 16, N, carries 0.5477; number 17, O, carries -0.4170; number 18, O, carries -0.3625; number 19, H, carries 0.2425; number 20, H, carries 0.2451; number 21, H, carries 0.2404; number 22, C, carries -0.4950; number 23, N, carries 0.5344; number 24, O, carries -0.3699; number 25, O, carries -0.3833; number 26, H, carries 0.2462; number 27, H, carries 0.2270; number 28, H, carries 0.2367; number 29, C, carries -0.4881; number 30, N, carries 0.5364; number 31, O, carries -0.3626; number 32, O, carries -0.4003; number 33, H, carries 0.2404; number 34, H, carries 0.2359; number 35, H, carries 0.2438; number 36, C, carries -0.3810; number 37, Cl, carries -0.0240; number 38, Cl, carries -0.0442; number 39, H, carries 0.2192; number 40, H, carries 0.2301; number 41, C, carries -0.3710; number 42, Cl, carries -0.0515; number 43, Cl, carries -0.0484; number 44, H, carries 0.2285; number 45, H, carries 0.2410



No. 6
Here is a molecular structure, C7H19INiO2 from the OMol25 dataset. Energies are from ωB97M-V/def2-TZVPD.

ORCA input file:
```
! RIJCOSX wB97M-V def2-TZVPD def2/J DEFGRID3
* xyz 0 3
C 0.54 -1.11 -5.29
C 0.53 0.38 -5.62
H 1.56 -1.49 -5.25
H 0.00 -1.67 -6.05
H 0.08 -1.31 -4.32
H 0.89 0.98 -4.77
H 1.18 0.60 -6.47
H -0.47 0.73 -5.88
Ni -0.23 -0.16 -0.64
C -0.87 1.29 -1.78
H -0.02 1.97 -1.96
H -1.67 1.79 -1.21
H -1.25 0.84 -2.71
I -0.39 -2.50 -1.52
C -1.84 0.98 1.83
O -1.63 -0.26 1.15
C -1.31 -1.41 1.95
C 0.12 -1.89 1.78
O 0.85 -0.93 1.02
C 2.23 -1.20 0.90
H -2.09 1.70 1.05
H -2.66 0.88 2.56
H -0.92 1.30 2.35
H -1.49 -1.19 3.01
H -2.00 -2.20 1.61
H 0.59 -1.99 2.77
H 0.12 -2.87 1.28
H 2.69 -0.27 0.55
H 2.41 -2.00 0.16
H 2.65 -1.50 1.87
*
```

Values from the calculation:
HOMO (alpha / beta) = -7.929 / -8.291 eV
DFT total energy = -2234.51481 Ha

Let us look at the natural (NBO) charges, expressed in e, one per atom: number 1, C, carries -0.6112; number 2, C, carries -0.6049; number 3, H, carries 0.1966; number 4, H, carries 0.1977; number 5, H, carries 0.2206; number 6, H, carries 0.2003; number 7, H, carries 0.1961; number 8, H, carries 0.2007; number 9, Ni, carries 1.1938; number 10, C, carries -1.1977; number 11, H, carries 0.2024; number 12, H, carries 0.1927; number 13, H, carries 0.2245; number 14, I, carries -0.6812; number 15, C, carries -0.2523; number 16, O, carries -0.5785; number 17, C, carries -0.0913; number 18, C, carries -0.1048; number 19, O, carries -0.6024; number 20, C, carries -0.2563; number 21, H, carries 0.2122; number 22, H, carries 0.1842; number 23, H, carries 0.1765; number 24, H, carries 0.1834; number 25, H, carries 0.2160; number 26, H, carries 0.1787; number 27, H, carries 0.2164; number 28, H, carries 0.1995; number 29, H, carries 0.2064; number 30, H, carries 0.1821